Computed, not measured: a cluster of 2 separate species, C3H10N2O2 in total at a distorted geometry, with the ωB97M-V functional and the def2-TZVPD basis.

Structure (ORCA input):
```
! RIJCOSX wB97M-V def2-TZVPD def2/J DEFGRID3
* xyz 0 1
C 1.398 1.283 1.910
N 0.400 0.268 1.764
N 0.712 -0.920 1.691
O 0.282 0.514 -0.853
H 0.905 0.022 -1.405
H -0.053 -1.547 0.510
H 1.728 -1.139 1.677
H 1.244 1.988 1.091
H 1.202 1.814 2.844
H 2.427 0.894 1.886
C -1.614 -0.361 -2.205
C -1.003 -0.353 -0.817
O -0.734 -1.598 -0.368
H -1.596 0.243 -0.110
H -1.717 0.655 -2.577
H -0.985 -0.941 -2.883
H -2.598 -0.822 -2.156
*
```

Summary:
Highest occupied orbital energy, eV: -9.56
Frontier orbital gap, hartree: 0.362
SMILES string: [H]/N=N\C.CC(O)O
Energy above the lowest of the compared OMol25 structures with the same formula, charge and spin, kcal/mol: 79.2